(1)
{"formula": "C32H45AsClN6O4PbSSi3", "method": "ωB97M-V/def2-TZVPD", "charge": -1, "gap_ev": 7.2, "lumo_energy_ev": 2.36, "symbols": ["Pb", "N", "C", "S", "N", "N", "C", "C", "C", "C", "C", "C", "N", "H", "H", "H", "H", "H", "H", "H", "C", "C", "C", "C", "C", "H", "H", "H", "H", "H", "O", "C", "O", "C", "C", "Cl", "N", "N", "C", "C", "O", "O", "C", "C", "C", "C", "C", "C", "H", "H", "H", "H", "H", "H", "C", "Si", "C", "C", "As", "Si", "C", "C", "C", "Si", "C", "C", "C", "H", "H", "H", "H", "H", "H", "H", "H", "H", "H", "H", "H", "H", "H", "H", "H", "H", "H", "H", "H", "H", "H", "H", "H", "H", "H", "H"], "coordinates": [[-0.508, 1.278, -1.860], [2.465, 4.343, 0.670], [1.890, 3.434, -0.181], [0.244, 3.727, -0.597], [2.699, 2.488, -0.587], [2.153, 1.625, -1.491], [2.981, 0.773, -1.955], [2.611, -0.204, -2.991], [3.292, -1.419, -3.045], [2.952, -2.340, -4.020], [1.967, -2.006, -4.936], [1.355, -0.768, -4.814], [1.653, 0.120, -3.870], [1.835, 4.905, 1.212], [3.327, 4.050, 1.104], [4.002, 0.754, -1.574], [4.046, -1.643, -2.302], [3.437, -3.307, -4.058], [1.662, -2.689, -5.718], [0.577, -0.478, -5.515], [-2.264, 0.649, -0.158], [-2.610, 2.043, -0.103], [-3.539, 2.299, -1.100], [-3.861, 1.073, -1.736], [-3.125, 0.063, -1.139], [-1.672, 0.114, 0.569], [-2.150, 2.773, 0.547], [-3.945, 3.269, -1.353], [-4.559, 0.950, -2.554], [-3.142, -0.982, -1.409], [1.032, -5.065, -2.192], [0.106, -4.931, -3.115], [-0.205, -5.833, -3.863], [-0.550, -3.597, -3.220], [-1.528, -3.277, -4.142], [-2.272, -4.209, -5.356], [-1.834, -1.968, -3.991], [-1.095, -1.415, -3.018], [-0.331, -2.370, -2.533], [0.590, -2.006, -1.392], [1.341, -2.904, -0.944], [0.540, -0.825, -0.979], [-2.805, -1.160, -4.652], [-2.423, 0.090, -5.114], [-3.375, 0.916, -5.689], [-4.688, 0.487, -5.812], [-5.056, -0.767, -5.346], [-4.115, -1.596, -4.753], [1.157, -4.200, -1.639], [-1.401, 0.418, -4.983], [-3.089, 1.903, -6.030], [-5.430, 1.135, -6.261], [-6.084, -1.096, -5.421], [-4.397, -2.561, -4.353], [0.340, 1.885, 5.984], [0.566, 2.538, 4.233], [-0.875, 3.672, 3.829], [2.142, 3.573, 4.210], [0.630, 0.916, 2.546], [-0.928, -0.670, 3.346], [-0.598, -1.453, 5.029], [-2.593, 0.189, 3.472], [-0.981, -2.053, 2.074], [2.680, -0.162, 2.989], [4.053, 0.809, 2.153], [3.160, -0.288, 4.809], [2.596, -1.878, 2.252], [0.333, 2.740, 6.671], [1.150, 1.216, 6.282], [-0.603, 1.349, 6.105], [-0.889, 4.532, 4.507], [-1.838, 3.163, 3.906], [-0.780, 4.041, 2.804], [2.345, 3.955, 5.215], [2.019, 4.431, 3.545], [3.018, 3.016, 3.877], [-0.980, -0.832, 5.841], [0.455, -1.660, 5.224], [-1.134, -2.408, 5.061], [-2.594, 0.926, 4.280], [-3.352, -0.564, 3.712], [-2.883, 0.684, 2.544], [-0.418, -2.923, 2.420], [-0.564, -1.755, 1.114], [-2.018, -2.366, 1.914], [4.341, 1.687, 2.737], [3.772, 1.147, 1.153], [4.937, 0.167, 2.075], [3.381, 0.696, 5.230], [4.074, -0.889, 4.874], [2.401, -0.762, 5.432], [2.157, -1.889, 1.252], [2.008, -2.557, 2.877], [3.609, -2.288, 2.184]], "mulliken_charge": [1.159, -0.446, 0.432, -0.492, -1.214, 0.639, -1.083, 0.956, -0.627, -0.402, -0.599, -0.341, -0.318, 0.242, 0.275, 0.437, 0.358, 0.429, 0.420, 0.602, -0.283, -0.646, -1.075, -0.281, -0.800, 0.144, 0.793, 0.446, 0.495, 0.540, -0.622, 0.458, -0.673, 0.159, -0.418, -0.164, 0.002, 0.876, -0.362, 0.509, -0.875, 0.137, 0.222, 0.076, -0.945, -0.479, -0.747, -0.366, 0.354, 0.353, 0.404, 0.369, 0.352, 0.446, -1.023, 0.262, -1.091, -0.851, 0.554, 0.435, -1.218, -0.916, -0.573, 0.261, -0.949, -1.040, -0.553, 0.407, 0.268, 0.214, 0.382, 0.277, 0.211, 0.393, 0.283, 0.069, 0.321, 0.230, 0.420, 0.240, 0.429, 0.174, 0.300, -0.403, 0.494, 0.366, 0.066, 0.421, 0.249, 0.367, 0.238, -0.164, 0.213, 0.414]}


(2)
{"formula": "C36H86O20P2", "method": "ωB97M-V/def2-TZVPD", "charge": 0, "gap_ev": 9.8, "lumo_energy_ev": 0.50, "symbols": ["C", "C", "O", "P", "O", "O", "C", "C", "O", "C", "C", "H", "H", "H", "H", "H", "H", "H", "H", "H", "H", "H", "H", "H", "H", "H", "C", "C", "O", "P", "O", "O", "C", "C", "O", "C", "C", "H", "H", "H", "H", "H", "H", "H", "H", "H", "H", "H", "H", "H", "H", "H", "C", "O", "C", "C", "O", "C", "C", "O", "C", "H", "H", "H", "H", "H", "H", "H", "H", "H", "H", "H", "H", "H", "H", "C", "O", "C", "C", "O", "C", "C", "O", "C", "H", "H", "H", "H", "H", "H", "H", "H", "H", "H", "H", "H", "H", "H", "C", "O", "C", "C", "O", "C", "C", "O", "C", "H", "H", "H", "H", "H", "H", "H", "H", "H", "H", "H", "H", "H", "H", "C", "O", "C", "C", "O", "C", "C", "O", "C", "H", "H", "H", "H", "H", "H", "H", "H", "H", "H", "H", "H", "H", "H"], "coordinates": [[-3.156, 3.304, -1.743], [-2.069, 2.611, -2.521], [-1.706, 1.468, -1.730], [-0.438, 0.589, -2.038], [-0.100, 0.557, -3.464], [0.721, 1.114, -1.096], [0.440, 1.346, 0.300], [0.385, 2.829, 0.571], [-0.871, -0.786, -1.404], [0.128, -1.840, -1.344], [-0.190, -2.929, -2.315], [-3.892, 2.526, -1.541], [-2.778, 3.668, -0.788], [-3.528, 4.171, -2.288], [-2.376, 2.291, -3.514], [-1.198, 3.267, -2.615], [-0.501, 0.865, 0.581], [1.234, 0.873, 0.876], [1.283, 3.309, 0.166], [-0.484, 3.377, 0.215], [0.469, 3.045, 1.642], [1.107, -1.413, -1.574], [0.113, -2.144, -0.299], [-0.825, -2.654, -3.157], [0.696, -3.410, -2.726], [-0.765, -3.755, -1.876], [5.425, 7.084, 0.736], [4.283, 6.887, 1.711], [4.800, 5.997, 2.752], [3.864, 4.933, 3.438], [2.607, 5.466, 3.969], [3.693, 3.824, 2.330], [3.366, 2.430, 2.692], [4.631, 1.673, 3.054], [4.810, 4.277, 4.511], [5.257, 5.049, 5.624], [6.507, 4.411, 6.184], [5.841, 6.149, 0.372], [5.081, 7.727, -0.075], [6.213, 7.621, 1.266], [4.093, 7.828, 2.217], [3.427, 6.398, 1.255], [2.623, 2.519, 3.485], [2.917, 2.093, 1.763], [4.497, 0.621, 2.793], [5.431, 2.093, 2.449], [4.831, 1.718, 4.119], [5.400, 6.086, 5.311], [4.506, 5.104, 6.418], [7.261, 4.200, 5.432], [6.897, 5.005, 7.014], [6.241, 3.479, 6.694], [-6.329, 0.142, -2.395], [-6.419, -0.672, -1.246], [-6.926, 0.002, -0.124], [-6.989, -0.964, 1.037], [-5.802, -1.672, 1.317], [-4.567, -0.970, 1.136], [-4.388, 0.108, 2.186], [-3.008, 0.272, 2.412], [-2.779, 1.152, 3.501], [-7.210, 0.767, -2.562], [-6.251, -0.505, -3.270], [-5.382, 0.683, -2.283], [-7.920, 0.418, -0.345], [-6.303, 0.880, 0.126], [-7.772, -1.694, 0.803], [-7.385, -0.461, 1.933], [-4.463, -0.585, 0.124], [-3.840, -1.748, 1.364], [-4.847, -0.247, 3.117], [-4.828, 1.052, 1.842], [-3.049, 0.614, 4.415], [-3.373, 2.065, 3.385], [-1.736, 1.459, 3.530], [4.518, 1.079, -1.734], [5.166, 0.486, -2.841], [5.256, -0.928, -2.824], [4.588, -1.526, -4.065], [3.994, -2.738, -3.673], [3.538, -3.552, -4.726], [2.589, -2.867, -5.683], [1.538, -2.353, -4.952], [0.567, -1.700, -5.742], [3.456, 1.270, -1.928], [5.000, 2.048, -1.597], [4.599, 0.457, -0.839], [4.829, -1.368, -1.923], [6.329, -1.147, -2.882], [5.328, -1.674, -4.860], [3.822, -0.822, -4.408], [3.034, -4.408, -4.272], [4.374, -3.987, -5.300], [2.300, -3.577, -6.478], [3.131, -2.092, -6.254], [-0.035, -2.478, -6.234], [1.051, -1.056, -6.480], [-0.101, -1.112, -5.117], [2.031, -1.292, 9.065], [3.282, -1.826, 8.704], [3.229, -2.748, 7.635], [2.964, -2.088, 6.304], [2.866, -2.979, 5.222], [1.798, -3.895, 5.307], [1.337, -4.259, 3.914], [0.815, -3.160, 3.197], [1.747, -2.472, 2.402], [2.208, -0.624, 9.910], [1.336, -2.058, 9.426], [1.592, -0.684, 8.271], [2.556, -3.577, 7.884], [4.239, -3.174, 7.633], [3.771, -1.402, 6.048], [2.048, -1.480, 6.386], [0.975, -3.482, 5.902], [2.120, -4.835, 5.779], [0.513, -4.973, 3.982], [2.172, -4.758, 3.405], [1.774, -2.918, 1.398], [2.741, -2.463, 2.845], [1.372, -1.457, 2.258], [-7.941, 0.010, -4.713], [-6.816, 0.810, -5.042], [-5.949, 0.202, -5.969], [-4.774, -0.476, -5.317], [-5.189, -1.772, -4.896], [-4.187, -2.503, -4.233], [-3.387, -3.397, -5.176], [-2.463, -4.166, -4.430], [-2.931, -5.428, -4.035], [-7.610, -0.850, -4.127], [-8.538, -0.300, -5.576], [-8.615, 0.623, -4.112], [-5.562, 0.953, -6.666], [-6.492, -0.531, -6.574], [-4.402, 0.066, -4.444], [-3.989, -0.570, -6.082], [-4.657, -3.160, -3.491], [-3.520, -1.848, -3.661], [-2.773, -2.758, -5.826], [-3.985, -3.998, -5.867], [-3.482, -5.967, -4.812], [-3.652, -5.355, -3.202], [-2.080, -5.983, -3.647]], "mulliken_charge": [-0.889, -0.433, 0.605, -0.186, -0.845, -0.122, 0.649, -1.381, 0.204, -0.052, -0.738, -0.022, 0.257, 0.402, 0.306, 0.366, 0.156, 0.042, 0.322, 0.150, 0.414, 0.217, 0.106, -0.156, 0.130, 0.393, -1.185, -0.148, -0.285, 0.455, -0.747, -0.001, 0.419, -1.178, -0.068, -0.194, -1.240, 0.299, 0.382, 0.301, 0.257, 0.301, 0.402, -0.384, 0.405, 0.303, 0.271, 0.298, 0.263, 0.310, 0.403, 0.296, 1.199, -0.427, -0.345, -0.685, -0.494, 0.053, -0.605, -0.043, -0.852, 0.344, -1.175, -0.226, 0.498, 0.169, 0.411, 0.310, 0.075, 0.341, 0.341, 0.239, 0.340, 0.340, 0.175, -0.489, -0.411, -0.492, -0.255, -0.297, -0.825, -0.624, 0.064, -0.580, 0.226, 0.242, 0.304, 0.349, 0.203, 0.259, 0.220, 0.380, 0.372, 0.416, 0.383, 0.255, 0.346, 0.031, -0.694, -0.379, -0.339, -0.445, -0.308, -0.342, -0.918, -0.271, -0.364, 0.263, 0.292, 0.286, 0.398, 0.241, 0.252, 0.353, 0.407, 0.304, 0.378, 0.361, 0.257, 0.333, -0.060, -0.872, -0.360, -0.847, 0.046, -0.451, -0.009, -0.602, -0.116, -0.903, 0.472, 0.359, 0.247, 0.423, 0.361, 0.006, 0.502, 0.393, 0.038, 0.121, 0.363, 0.389, 0.320, 0.230]}


(3)
{"formula": "C8H7F3S", "method": "ωB97M-V/def2-TZVPD", "charge": 0, "gap_ev": 7.5, "lumo_energy_ev": -1.52, "symbols": ["C", "C", "C", "C", "C", "C", "C", "C", "F", "F", "F", "S", "H", "H", "H", "H", "H", "H", "H"], "coordinates": [[1.742, -0.001, 0.197], [0.493, -0.223, 0.806], [1.887, 0.937, -0.818], [-0.680, 0.469, 0.163], [0.835, 1.686, -1.306], [-0.454, 1.395, -0.807], [-3.436, -0.491, -0.313], [-4.605, 0.224, 0.178], [-5.774, -0.370, -0.011], [-4.712, 1.465, -0.399], [-4.610, 0.539, 1.557], [-3.444, -2.045, 0.196], [2.631, -0.448, 0.594], [0.419, -1.031, 1.384], [2.875, 0.975, -1.224], [-1.655, 0.378, 0.528], [0.931, 2.343, -2.230], [-1.252, 1.976, -1.152], [-4.473, -1.890, 0.967]], "mulliken_charge": [-0.342, -0.873, -0.246, -0.325, -0.488, -0.207, -0.325, 0.902, -0.216, -0.245, -0.256, -0.017, 0.365, 0.416, 0.337, 0.666, 0.268, 0.447, 0.138]}


(4)
{"formula": "C4H12INSi", "method": "ωB97M-V/def2-TZVPD", "charge": 0, "gap_ev": 9.4, "lumo_energy_ev": 0.34, "symbols": ["C", "C", "C", "C", "N", "Si", "I", "H", "H", "H", "H", "H", "H", "H", "H", "H", "H", "H", "H"], "coordinates": [[-0.294, -1.961, 0.077], [1.947, 0.168, -0.029], [-0.342, -0.008, -2.333], [-0.840, 1.181, 2.226], [-0.775, 1.131, 0.243], [0.102, -0.218, -0.502], [-0.399, 3.182, 2.772], [-0.231, -2.636, -0.827], [0.146, -2.440, 0.919], [-1.312, -2.086, 0.461], [2.123, 0.287, 1.029], [2.688, -0.681, -0.412], [2.192, 1.004, -0.584], [0.195, -0.742, -2.900], [-1.489, -0.252, -2.369], [-0.289, 1.034, -2.821], [-1.798, 0.849, 2.598], [0.069, 0.680, 2.492], [-1.692, 1.507, -0.039]], "mulliken_charge": [-1.108, -0.951, -0.946, -0.656, -0.364, 0.353, 0.051, 0.270, 0.406, 0.351, 0.293, 0.250, 0.296, 0.331, 0.242, 0.276, 0.382, 0.290, 0.233]}


Energy across the listed records, respectively: -164129.053; -98252.178; -27393.267; -21809.675 eV.
HOMO across the listed records, respectively: -0.17911; -0.34281; -0.33251; -0.33290 Ha.
ΔE to the lowest compared entry with this formula, charge and spin across the listed records, respectively: 18.7; 0.0; 353.3; 166.5 kJ/mol.